# 1
24
Properties=species:S:1:pos:R:3:forces:R:3 method="wB97M-V/def2-TZVPD" fmax_ev_per_a=3.79 total_energy_ha=-384.1899 homo_energy_ha=-0.66489 total_charge=+2 relative_energy_kj_mol=172.8 multiplicity=1
O -2.907191 2.277071 -0.975425 -0.925 1.430 0.718
N -1.816915 0.569081 -2.543149 1.505 -0.109 0.763
N 0.573233 -1.937649 1.756273 -0.764 1.284 2.570
C -0.596642 -0.027277 -1.984427 1.976 -2.495 0.654
C 1.111728 -0.521505 1.447850 -0.767 2.187 0.684
C 2.556007 -0.418935 1.956721 -1.213 1.086 3.421
C -0.209836 0.294000 -0.749574 -0.376 2.546 -0.196
C 1.072261 -0.178192 -0.071945 1.105 0.600 0.295
H -0.774950 1.243967 -0.392688 1.013 -1.930 0.410
H 0.013475 -0.801658 -2.540330 -1.387 0.955 0.153
H 0.428769 0.262973 2.067530 1.531 -2.064 -1.445
H -3.900084 2.220021 -0.827438 1.783 0.510 -0.185
H -1.794150 0.522065 -3.556747 -0.178 0.366 -0.278
H 2.431712 -0.531554 3.144789 0.871 -0.173 -2.512
H 0.023561 -2.064713 2.632753 0.565 1.219 0.246
H -1.723951 1.538372 -2.122164 -1.688 -0.783 -1.016
H -2.607086 3.209693 -0.779324 -0.998 -1.289 -0.132
H 3.303914 -1.090649 1.526394 -0.302 0.051 0.037
H 2.856616 0.654979 1.877048 -0.022 -0.981 -0.203
H 1.259018 -2.643762 1.957315 0.879 -0.689 -1.123
H -2.650969 0.068492 -2.184871 0.357 0.660 -0.288
H -0.183685 -2.154292 1.175884 -0.769 -1.171 -2.246
H 1.542502 -0.985648 -0.587574 -0.295 -1.280 -0.667
H 1.992662 0.495128 -0.226897 -1.901 0.071 0.343

=====

# 2
24
Properties=species:S:1:pos:R:3:forces:R:3 method="wB97M-V/def2-TZVPD" fmax_ev_per_a=2.66 total_energy_ha=-384.2216 homo_energy_ha=-0.66247 total_charge=+2 relative_energy_kj_mol=89.7 multiplicity=1
O -2.545673 1.904755 -0.614536 2.075 -0.333 -0.222
N 0.566662 -0.323680 2.808697 -0.195 0.622 -2.221
N -0.993082 -0.110485 -2.937568 -2.079 0.448 -0.021
C -0.358048 -0.550970 -0.636100 0.341 0.157 0.522
C -0.234882 -0.846338 -1.917408 -0.051 0.127 -0.399
C 1.019008 0.101600 1.396946 1.394 -1.867 -1.280
C 2.536459 0.223279 1.322069 1.587 1.211 0.114
C 0.589201 -1.042409 0.411400 -1.055 -1.496 0.581
H -3.475391 1.776059 -0.700210 -1.154 0.559 -0.161
H 0.131437 -1.863809 1.000204 -0.568 0.508 -0.019
H -1.582916 -0.733347 -3.502023 0.203 -0.160 -0.089
H 0.966615 0.364522 3.432118 -0.116 -0.126 0.911
H 2.984093 -0.232821 0.442637 -0.383 -0.499 0.032
H -1.679817 0.532408 -2.503084 0.250 -0.034 0.275
H 0.547415 1.039084 1.116280 -0.294 -0.011 0.453
H 1.341962 -1.684364 -0.048162 0.798 0.891 0.067
H -0.487385 0.477373 -3.605988 0.640 -0.261 0.166
H -0.452240 -0.294955 2.756784 -0.069 0.107 0.784
H -1.086341 0.136283 -0.208419 -0.107 0.317 -0.848
H 2.936425 1.241213 1.205868 -0.734 0.143 0.266
H 3.122610 -0.122137 2.180256 -0.470 -0.415 0.078
H -2.243202 2.785871 -0.894222 -0.888 -0.296 0.186
H 0.845647 -1.292544 2.973993 0.304 0.221 0.432
H 0.307526 -1.655208 -2.389231 0.570 0.187 0.396